Record 1
# C27H35BF7N4O23

A 8-piece molecular cluster, C27H35BF7N4O23 overall (ωB97M-V/def2-TZVPD, the Open Molecules 2025 dataset).

Calculated values
Net charge: +1
Kohn-Sham gap in eV: 9.5
LUMO level in eV: -2.810
Calculated total energy in eV: -101312.899

Cartesian coordinates (Å):
H  3.260  0.841  1.650
H  4.747  -0.084  -3.750
C  5.375  -3.294  3.376
H  6.340  -3.672  3.046
C  -1.470  2.854  -1.717
H  3.712  0.708  6.508
C  -2.064  4.233  -1.647
O  -7.361  1.881  -1.559
C  -6.555  2.890  -1.963
H  0.804  0.462  1.564
C  3.085  -1.842  1.046
O  0.602  -2.210  0.351
O  3.605  1.218  -2.584
O  -2.052  4.488  -0.235
H  -0.441  -1.442  -1.559
O  -0.028  -3.609  4.912
H  -2.323  -2.018  2.360
C  5.155  -0.920  6.565
C  -1.096  3.698  0.313
H  4.495  -1.542  5.954
O  -8.441  -0.368  -3.507
H  5.212  1.091  7.374
O  4.531  -1.926  9.703
H  -1.451  4.977  -2.157
N  2.466  -2.653  3.312
H  0.191  -2.229  -4.463
C  4.441  1.892  -4.605
C  -5.244  1.519  -0.790
H  3.092  0.214  -4.320
N  4.686  -2.670  2.238
H  3.578  -1.252  -1.369
N  6.565  -2.362  0.712
H  0.767  0.537  -0.207
F  6.262  -0.590  5.843
C  -8.141  2.019  -5.897
H  5.496  2.132  -4.459
H  -8.105  0.263  -7.218
O  -0.574  2.843  -0.616
F  -0.759  2.681  -2.859
H  -8.841  2.506  -6.571
C  -1.990  -0.641  -3.691
H  -6.958  0.285  -0.281
C  3.342  2.548  -2.777
C  -0.457  -2.284  -3.586
H  5.456  -2.610  4.228
C  3.969  0.670  -3.856
F  -4.153  0.737  -1.028
N  4.261  -1.780  0.335
C  1.385  0.242  0.648
O  -7.227  -0.007  -5.377
O  5.554  -1.639  7.707
O  -1.798  -1.961  -3.957
H  -2.191  2.042  -1.608
C  -0.827  -2.812  4.554
F  -1.779  -0.134  2.763
H  -2.508  -0.640  5.105
C  -0.148  -1.206  -2.580
H  -3.727  -1.668  4.330
O  -2.961  -0.031  -3.970
B  1.624  -1.327  0.648
F  -6.304  1.126  -7.098
H  3.280  0.990  -0.154
O  -2.054  -2.660  5.083
H  -0.070  -2.098  1.039
O  -0.617  -1.917  3.524
C  5.224  -2.293  1.103
C  -8.189  0.295  -4.458
H  -3.074  4.272  -2.047
O  3.946  -0.212  8.364
H  4.725  -4.108  3.700
O  -6.927  3.891  -2.471
C  -7.481  0.809  -6.509
H  6.611  -2.496  -0.296
H  6.978  -1.441  0.866
O  -8.819  1.450  -4.773
H  1.564  -2.201  3.215
H  2.394  2.130  0.862
H  -6.398  0.094  -1.952
O  4.429  -1.267  -0.902
H  2.329  -3.647  3.468
O  2.918  3.268  -1.944
C  2.681  1.081  0.752
C  -2.661  -1.515  4.472
C  3.308  -2.405  2.249
H  -0.397  -3.286  -3.166
C  4.493  0.302  7.149
O  -5.239  2.600  -1.702
C  4.662  -1.319  8.701
H  -5.196  1.902  0.231
F  4.182  1.791  -5.928
C  -6.524  0.804  -1.132
C  -1.906  -1.417  3.172
H  -7.413  2.754  -5.548
O  -0.902  -0.112  -3.044
F  1.180  -0.866  -2.604
O  -0.760  3.733  1.450
O  3.642  2.920  -4.052

These are the Löwdin partial charges, in e, on atoms 1 to 2:
1 H 0.08
2 H 0.14

---

Record 2
# C27H35ClN2OP

A 5-piece molecular cluster, C27H35ClN2OP overall (ωB97M-V/def2-TZVPD, the Open Molecules 2025 dataset).

Calculated values
Net charge: +1
Kohn-Sham gap in eV: 7.9
LUMO level in eV: -3.176
Relative energy (zero: lowest compared OMol25 entry of this formula, charge and spin) in kcal/mol: 0.0
Calculated total energy in eV: -55397.739

Cartesian coordinates (Å):
H  4.017  -1.941  0.517
C  -4.391  -0.605  -4.192
H  -1.546  -1.488  2.786
H  5.519  -2.778  5.144
C  -1.541  0.074  -1.401
N  2.302  1.318  -1.218
H  -0.526  -2.462  7.515
C  4.067  -3.245  3.640
H  1.041  -1.365  -0.655
C  -2.592  -1.571  -5.468
H  1.735  2.146  -1.099
C  -0.700  1.260  -1.834
H  -1.243  -0.847  -1.886
C  5.876  -1.692  3.331
H  -4.759  0.153  -3.512
H  -1.346  1.963  -2.342
H  0.463  -0.503  3.848
H  6.002  -0.771  1.400
C  5.453  -1.458  2.031
H  -3.098  -3.291  -6.644
H  1.479  4.070  0.117
O  3.233  -1.621  -1.642
C  0.549  4.624  0.030
C  -3.062  -0.607  -4.588
H  -2.577  0.229  -1.642
H  -2.703  4.466  0.963
C  -5.254  -1.574  -4.679
H  -6.293  -1.573  -4.379
C  3.639  -3.004  2.343
Cl  -1.498  -0.180  0.350
C  -1.316  -1.706  3.821
H  -0.646  7.543  -1.183
P  1.852  -1.274  -1.786
C  -1.796  4.852  0.516
H  0.961  -0.982  6.213
C  -2.153  -2.538  4.550
C  -0.747  -2.251  6.477
H  2.766  -3.521  1.962
C  0.410  0.975  -2.817
H  -0.342  1.802  -0.973
C  5.184  -2.589  4.133
C  -0.638  6.581  -0.690
H  -3.031  -2.968  4.086
C  -3.458  -2.540  -5.953
H  -2.388  0.161  -4.220
C  -1.803  6.081  -0.126
H  3.527  -3.942  4.266
H  1.453  6.253  -1.036
N  1.737  0.489  -2.253
C  0.087  -1.418  5.748
C  -0.619  4.123  0.592
H  -5.463  -3.293  -5.940
H  -1.557  -1.565  -5.788
H  1.203  -1.836  -2.883
C  -1.865  -2.814  5.878
C  -4.787  -2.540  -5.558
H  2.410  0.531  -3.022
H  2.421  0.807  -0.353
H  0.104  0.226  -3.536
H  -0.604  3.165  1.100
H  0.657  1.863  -3.381
C  4.334  -2.115  1.536
H  6.750  -1.185  3.716
H  -2.516  -3.462  6.449
C  0.541  5.853  -0.613
C  -0.195  -1.148  4.417
H  -2.717  6.656  -0.180

These are the natural (NBO) partial charges, in e, on atoms 1 to 2:
1 H 0.20
2 C -0.15

---

Record 3
# C27H35ClN6O5PTc

C27H35ClN6O5PTc as an isolated structure (ωB97M-V/def2-TZVPD, the Open Molecules 2025 dataset).

Calculated values
Net charge: +1
Kohn-Sham gap (alpha / beta) in eV: 6.5 / 7.5
LUMO level (alpha / beta) in eV: -2.881 / -2.871
Relative energy (zero: lowest compared OMol25 entry of this formula, charge and spin) in kcal/mol: 4.6
Calculated total energy in eV: -71752.091
Multiplicity: 2

Cartesian coordinates (Å):
H  -3.197  0.386  2.432
C  2.179  0.189  -4.203
H  1.704  0.056  -5.176
P  0.404  -1.337  2.335
C  4.031  3.216  2.932
H  -5.538  0.466  -0.457
O  0.314  -0.281  1.240
H  -4.382  -0.798  -0.903
C  -1.994  3.150  -3.599
C  1.758  3.089  1.353
H  0.955  4.597  2.630
C  -3.875  0.061  1.641
O  0.491  2.041  -0.331
C  -3.705  2.292  0.561
C  0.451  2.931  0.616
C  1.320  -3.720  -1.227
H  -1.513  -3.893  1.189
N  1.006  -0.260  -2.086
H  -1.954  -1.620  2.794
C  0.132  1.474  -3.293
H  2.425  -7.415  -1.048
H  -2.862  3.788  -3.679
C  0.906  -2.307  -1.356
H  1.659  -6.250  0.992
C  -1.164  -2.280  2.439
C  4.000  2.350  1.848
C  -4.506  0.276  -0.756
C  1.815  3.971  2.431
N  1.255  0.891  3.519
H  2.804  1.602  0.226
Tc  -0.533  0.348  -0.633
N  -2.188  0.488  -0.039
H  1.085  1.729  4.075
H  3.006  4.723  4.060
H  -2.753  2.077  -1.908
C  1.165  0.453  -3.142
H  2.250  0.661  3.597
C  1.269  -4.405  -0.016
H  -1.017  -3.057  3.190
H  2.542  -6.192  -3.193
H  -0.759  -2.459  -0.120
H  -4.337  0.766  -1.713
O  -0.536  3.545  0.971
H  -2.498  -2.630  0.894
O  1.583  -2.222  2.397
Cl  5.440  3.283  3.931
H  -4.896  0.285  1.951
C  -0.919  3.274  -4.467
H  1.019  -3.884  0.896
O  -0.294  -1.910  -0.894
H  2.856  1.043  -4.280
H  1.844  -3.820  -3.299
C  -3.546  0.781  0.327
H  1.005  2.468  -4.971
C  2.117  -6.379  -1.099
C  -1.946  2.194  -2.607
C  2.861  2.294  1.056
N  1.647  -1.479  -1.998
H  0.787  -0.797  4.712
N  -0.913  1.359  -2.441
H  -3.024  2.630  1.342
H  -3.468  2.868  -0.330
N  -1.546  -2.882  1.138
C  2.184  -5.693  -2.302
C  0.150  2.418  -4.313
H  -0.616  0.110  4.087
C  0.377  -0.271  3.855
C  1.795  -4.365  -2.366
C  2.948  4.038  3.226
H  -4.731  2.519  0.857
H  2.756  -0.696  -3.957
C  1.671  -5.730  0.044
H  1.102  1.120  2.522
H  4.858  1.729  1.632
H  -3.798  -1.021  1.515
H  -0.919  4.021  -5.249

These are the Löwdin partial charges, in e, on atoms 1 to 2:
1 H 0.08
2 C 0.00

---

Record 4
# C27H35FI2N3O9P2S

A 4-piece molecular cluster, C27H35FI2N3O9P2S overall (ωB97M-V/def2-TZVPD, the Open Molecules 2025 dataset).

Calculated values
Net charge: -1
Kohn-Sham gap in eV: 5.9
LUMO level in eV: 1.133
Relative energy (zero: lowest compared OMol25 entry of this formula, charge and spin) in kcal/mol: 3.5
Calculated total energy in eV: -99789.788

Cartesian coordinates (Å):
C  -1.857  3.144  -7.191
H  -1.704  -4.101  0.716
C  -3.766  5.219  2.249
C  2.298  -0.356  0.152
H  3.102  -5.405  3.807
C  4.080  -5.469  3.349
O  0.102  -1.266  -6.276
H  2.027  -1.415  0.086
O  -1.521  0.218  0.833
H  4.623  -7.270  4.375
H  -2.225  8.655  1.386
H  -2.805  -2.815  0.276
N  -4.882  8.650  1.323
I  -3.981  1.504  2.720
H  -2.921  -0.142  -1.400
C  -2.387  5.375  2.234
H  -1.048  1.769  -4.192
C  -1.662  -0.733  1.797
O  -0.149  -0.398  -4.313
S  -1.031  -0.049  3.422
C  -2.118  -3.150  1.048
C  6.191  -6.597  3.076
H  -0.687  1.155  -1.205
P  -3.522  -0.882  2.213
H  3.822  -3.671  2.190
H  -4.180  4.249  2.486
H  -0.380  -1.106  3.909
H  -1.608  2.181  -9.094
C  -1.485  2.095  -8.023
H  -1.751  4.526  2.453
O  -6.085  8.478  1.364
H  2.832  -0.090  -0.766
H  0.349  -0.568  -1.696
C  -1.704  3.035  -5.815
H  -1.736  -0.409  -2.674
H  1.141  -4.662  2.138
H  1.228  1.468  -0.169
H  -0.751  6.727  1.913
H  -2.663  -3.344  1.977
F  1.033  -1.907  2.617
H  -0.657  0.105  -8.108
H  1.649  -3.442  0.949
C  0.791  -3.900  1.439
C  5.729  -4.598  1.876
H  -2.267  4.050  -7.617
H  4.183  -0.814  1.160
C  -4.011  7.506  1.648
C  3.286  -0.214  1.295
C  -1.003  -2.101  1.259
C  1.038  0.496  0.296
O  -4.199  -0.944  0.737
I  4.013  1.798  1.540
H  6.856  -7.413  3.324
H  2.836  -0.455  2.255
C  -4.594  6.289  1.954
C  -1.826  6.608  1.927
O  -4.350  9.704  1.031
C  6.598  -5.630  2.171
C  -2.640  7.689  1.630
C  -1.175  1.879  -5.261
N  6.162  -3.553  0.924
H  -0.462  -3.180  3.064
C  4.473  -4.494  2.445
C  4.936  -6.515  3.665
N  -0.236  -0.375  -5.518
H  7.569  -5.671  1.700
O  5.383  -2.652  0.702
H  -1.994  3.851  -5.168
H  0.204  -4.361  0.651
O  7.268  -3.659  0.433
C  -2.011  -0.687  -1.652
O  -0.350  -1.802  0.082
C  0.039  -2.791  2.169
C  -0.809  0.853  -6.112
C  -0.954  0.934  -7.483
P  -0.507  -0.162  -0.617
H  -4.169  -0.105  0.255
H  -2.202  -1.763  -1.655
H  0.853  0.694  1.357
H  -5.669  6.186  1.959

These are the Löwdin partial charges, in e, on atoms 1 to 2:
1 C -0.08
2 H 0.07